CH3NO4P | the ωB97M-V functional and the def2-TZVPD basis

Positions of all 10 atoms, in Å:
O: -0.700 -0.500 -1.378
H: -1.145 1.814 0.909
N: 2.552 -0.008 -0.039
O: 3.654 0.172 -0.266
H: -1.360 -1.164 -1.598
C: 1.474 0.024 0.390
O: -1.337 -0.592 1.103
P: -0.392 0.079 0.010
O: -0.895 1.574 0.024
H: -1.851 -1.398 0.845

Net charge: +1
HOMO level: -15.21 eV
Relative energy (zero: lowest compared OMol25 entry of this formula, charge and spin): 72.6 kJ/mol
Molecular weight: 124.012 g mol⁻¹
Structure (SMILES): O=[N+]=C=P(O)(O)O